The following is a quantum chemistry calculation of C35H37ClMnO4P2 as an isolated structure, from OMol25.

The total charge is 0. As for the spin multiplicity: 6. The value obtained for the energy above the lowest of the compared OMol25 structures with the same formula, charge and spin is 351.15 kJ/mol. The calculation puts the molar mass at 674.02 g mol⁻¹. The value obtained for the calculated total energy is -3950.17726 Ha. Its HOMO energy (spin up / spin down) is -7.388 / -7.713 eV. Its expectation value of S² is 8.773.

```
80
C35H37ClMnO4P2 wB97M-V/def2-TZVPD
Mn 1.42125 -0.33099 -5.09009
Cl 0.68879 -0.85040 -1.29771
P 1.66552 0.42442 -8.37625
P 0.02385 -1.75397 -7.95451
O 0.12099 0.40315 -0.77860
O 1.97298 -1.10644 -0.70988
O 0.90795 -0.70629 -2.81039
O -0.24093 -1.94725 -1.09451
C 1.26903 4.08307 -6.53441
C 2.49524 0.82496 -9.99893
C -2.05557 2.46713 -0.11774
C -2.43871 -2.61238 -4.15328
C -0.04982 -5.06530 -10.44776
C 3.45992 3.21741 -5.97682
C -1.16936 2.48352 -2.46195
C 0.98909 2.92712 -7.25928
C 3.19841 2.06621 -6.70839
C -2.40780 1.14656 0.58090
C -0.88012 -0.29038 -8.56887
C -0.47507 -2.98636 -9.25558
C -1.61328 -2.79554 -10.05705
C 3.24511 1.99677 -10.20577
C 1.96272 1.93169 -7.36624
C -2.67722 -3.34276 -5.33203
C -1.12519 -4.81853 -11.31142
C -1.39247 -1.69255 -4.13404
C -0.63811 -1.39422 -5.28486
C -1.86134 -3.15291 -6.45483
C 3.48215 1.47553 -12.56593
C 2.49439 4.23057 -5.88448
C 2.24288 -0.02122 -11.10309
C -0.94313 2.48422 -1.14035
C -1.91569 -3.69489 -11.08501
C 0.27984 -4.16389 -9.43104
C -2.60719 -0.15808 -1.51242
C -3.30282 0.93395 -2.27859
C 2.72797 0.31404 -12.36391
C -0.05100 0.71756 -8.91981
C -2.37080 1.87740 -3.11060
C -0.85202 -2.20168 -6.43165
C -2.20350 -0.06478 -0.24153
C 2.87439 -0.75914 -3.54026
C 3.72830 2.31239 -11.47789
H 2.97829 -1.56068 -2.78106
H -3.90259 1.55263 -1.58760
H -1.78526 3.15155 0.69512
H 3.78033 -0.74066 -4.16775
H -1.96308 -0.28972 -8.69385
H -3.09116 -2.74420 -3.28787
H 1.64771 -0.93470 -10.94930
H -2.77595 -3.49693 -11.72193
H 0.54047 -5.96377 -10.57941
H -0.28018 1.62164 -9.49794
H -2.53752 -1.11017 -2.05978
H -1.16433 -1.18558 -3.20062
H 0.00220 2.82101 -0.72296
H -3.00710 2.69079 -3.49979
H 2.82084 0.16962 -2.95517
H -2.03692 1.27683 -3.97076
H -0.38718 2.83908 -3.14086
H 4.42255 3.33891 -5.48632
H -3.49536 -4.04606 -5.38665
H 2.50860 -0.33638 -13.20506
H 2.71635 5.14839 -5.33104
H -1.34694 -5.49917 -12.13697
H -3.45992 1.18598 0.91244
H -1.85728 1.08187 1.52391
H -2.03531 -3.71790 -7.37578
H 3.93132 1.26108 -6.76458
H 0.52264 4.87551 -6.48768
H -0.30093 -0.31996 -5.49569
H -2.97640 2.88714 -0.53258
H -2.26818 -1.94029 -9.89192
H 0.01751 2.81394 -7.73338
H -3.97636 0.42366 -3.00528
H 3.84841 1.73755 -13.54631
H -1.89381 -0.94345 0.32239
H 4.29081 3.23520 -11.60303
H 3.43024 2.65957 -9.35107
H 1.12275 -4.35660 -8.76334
```